The following is a DFT calculation (ωB97M-V with the def2-TZVPD basis set) of 11 unconnected molecules or ions with the total composition C24H72ClN4O18.

Geometry (Å):
1 C 0.7722 11.5603 -0.6064
2 H -5.7940 -3.7050 -2.7267
3 H 8.9515 0.3750 0.5761
4 O -5.3918 -5.1054 -3.9923
5 C 1.7978 12.1561 -1.5480
6 H -3.7335 -4.5180 -9.1319
7 H -0.5826 7.6436 -0.4006
8 N 10.5917 -0.6803 -0.0358
9 H -6.3912 -1.5694 8.2399
10 H -8.9283 -6.0205 8.9702
11 H -5.9774 -4.3006 -6.4062
12 H -1.4838 -5.2595 -9.2222
13 C -3.6802 0.4841 9.1851
14 H -4.2452 -7.2196 -7.6311
15 H -7.6854 -4.0642 8.9713
16 O 0.2789 -2.1093 -0.6773
17 C -4.4425 -4.8271 -4.9105
18 H -0.4599 -7.5935 -1.9994
19 H -0.5032 10.6166 -1.7199
20 Cl -0.1707 -1.2085 0.3895
21 H 0.1694 12.4397 -0.3796
22 O 1.3438 12.4849 -2.8475
23 H -3.1250 -4.9934 -6.8255
24 O 3.6441 4.5430 -1.7617
25 O 3.6355 -7.0281 1.5339
26 H 4.3219 -7.2506 2.1628
27 H 14.1757 -2.5355 -1.3808
28 H 1.2936 11.5560 0.3508
29 O 12.9156 -0.9321 -1.7644
30 H -4.4588 -5.7312 1.0965
31 O -2.4298 -6.7305 -8.0596
32 C -5.8045 -1.0336 6.5774
33 H 3.8775 -6.1598 1.2116
34 C -4.2408 -5.1111 -8.3709
35 H -6.9447 -3.3895 6.1188
36 H -5.6594 -6.5577 1.5056
37 O -7.7411 -5.4650 7.4220
38 H -3.9153 1.3007 9.8677
39 N 0.0468 10.3572 -0.9134
40 H 14.9759 -0.9900 -1.0818
41 H 2.7728 4.3809 -1.4000
42 C -6.3276 -4.1630 -3.5596
43 H -3.8248 3.6063 -2.7924
44 H 8.6455 -1.7829 1.5430
45 H -3.9465 9.2060 0.5653
46 H 7.9390 -3.9395 -1.7905
47 O -2.5615 8.1913 -0.4532
48 C 12.8707 0.0597 -0.6770
49 H -0.6011 -6.4965 -8.9711
50 H 2.7493 0.1096 5.5917
51 H 13.3282 -0.2925 0.2475
52 H -4.5710 7.6811 -0.2027
53 H -5.8233 -3.6765 7.3651
54 H -9.7443 -5.8902 7.4128
55 N -6.8355 -1.7581 7.3527
56 C -1.2446 8.3258 0.1327
57 H -3.5003 -0.4263 9.7568
58 O 3.0200 0.5508 6.3968
59 H 7.3143 -2.3960 -1.8541
60 H 7.3599 -1.4539 0.4710
61 H -1.5237 10.3111 0.6095
62 C 8.4265 -1.6785 0.4803
63 H 0.0448 9.6027 1.0218
64 H -8.8755 -3.6916 7.6942
65 H -5.5702 -1.4558 5.6001
66 H 10.9158 -1.5494 -0.4354
67 H 13.5649 0.8905 -0.8024
68 H -0.2532 13.9715 -2.3924
69 N -3.9716 -4.5204 -7.1078
70 H -3.4849 2.1476 -2.5726
71 H -2.6523 0.6856 8.8837
72 H -5.2706 -4.9882 -8.7062
73 H -6.6780 -3.5437 -4.3853
74 O -1.3817 -1.7447 0.8239
75 H -3.6166 -0.9085 6.7049
76 C 9.1634 -0.4619 -0.0894
77 H -8.6499 -7.2688 7.7803
78 O -4.6751 0.2364 8.1568
79 C -6.7946 -3.2159 7.1844
80 H -3.9302 -3.8777 -4.7551
81 O -4.7236 -6.4474 1.6737
82 C 14.2314 -1.4941 -1.6979
83 O 8.6691 -2.9123 -0.2311
84 C 8.2255 -2.9144 -1.5558
85 H -7.0878 -4.7468 -3.0406
86 H 14.7692 -1.4557 -2.6452
87 H 11.0835 0.9345 -1.3221
88 C -8.8196 -6.1988 7.9004
89 H 8.8031 -0.2080 -1.0863
90 C -7.8806 -4.0869 7.8992
91 H 0.6319 14.0506 -3.9536
92 C -5.0746 -4.8989 -6.2836
93 O -3.7837 2.7625 -3.2424
94 O -0.4150 -7.2345 -1.1132
95 C -0.6738 9.7532 0.2163
96 O 0.6555 -1.1305 1.5627
97 H -5.3486 -5.9462 -6.4110
98 H -3.5662 -5.4696 -4.8243
99 H 2.3497 12.9240 -1.0060
100 H 1.2580 14.6142 -2.4198
101 H -4.4448 -1.8287 7.9662
102 H 2.5512 11.3734 -1.6377
103 C -4.4940 -0.9300 7.3513
104 H -1.2557 7.8573 1.1168
105 C -3.7342 8.1717 0.2945
106 C -3.8022 -6.6117 -8.4201
107 H -6.0556 0.0267 6.5491
108 H 11.4118 1.1842 0.3428
109 H -4.0804 -7.2353 -9.2697
110 H -3.6321 7.7109 1.2770
111 H 3.0486 1.4788 6.1640
112 O -0.4613 0.1435 -0.0817
113 H -0.2854 -6.2948 -1.2412
114 C -1.6608 -6.3337 -9.1676
115 C 0.7005 13.8062 -2.8936
116 H -1.9593 -6.8138 -10.0995
117 H 3.5761 4.2784 -2.6791
118 H 9.0229 -2.5005 -2.1731
119 C 11.4426 0.4181 -0.4319

Forces on the atoms, in the same order (eV/Å):
C 0.0118 2.0466 1.4673
H -0.4206 1.3956 -0.1862
H -0.2444 0.1695 -0.0379
O -0.7107 -2.5556 1.6283
C 0.6643 -2.2813 -0.1718
H 0.5084 -0.3637 -0.3563
H -0.0223 0.2411 -0.5683
N 0.9115 -0.2932 0.2749
H -1.0220 -0.0615 1.0313
H -0.2078 -0.0570 0.3081
H 0.2751 0.3556 -0.0531
H -1.3491 0.5631 -0.5279
C 0.2886 -1.1326 -0.2419
H -0.6016 0.5198 0.3964
H -0.2275 -0.1230 0.2574
O 1.1804 1.2905 0.6118
C -0.1406 1.4294 -0.5086
H -0.0177 -0.0897 -0.1893
H -0.5586 -0.6785 0.0201
Cl -0.7312 0.6605 -0.6367
H -1.2908 0.1607 -0.0457
O -0.8547 2.0372 0.8471
H 0.2282 0.1539 0.6447
O 0.2347 0.1841 0.0774
O -0.0848 -0.2212 -0.0495
H 0.1391 -0.0589 0.1665
H -0.0221 -0.0374 0.0626
H 0.2791 -0.9793 0.1743
O 1.7865 1.3066 1.8334
H 0.2163 0.2193 -0.1384
O -0.0015 0.1267 -1.2604
C 0.7097 0.1258 -0.2147
H -0.0514 0.2793 -0.1120
C 0.4835 -0.6449 -2.6596
H -0.1365 -0.0699 -0.1687
H -0.2110 -0.0379 -0.0206
O 0.3193 1.8395 0.1690
H -0.7782 -0.1074 -0.3516
N 0.2964 -0.2241 -0.3141
H -0.5624 0.3379 0.6581
H -0.2270 -0.1085 0.1430
C 1.1723 -0.5524 0.9299
H 0.0184 0.1966 0.0979
H 0.5448 -0.4887 -0.2036
H -0.7947 0.2456 -0.1891
H 0.6976 -0.1890 -0.2395
O 1.2643 -0.4812 -1.3360
C -0.1244 -1.0520 0.1053
H 0.0754 -1.3301 0.1628
H -0.1195 -0.1780 -0.2551
H -0.3302 -1.1592 0.1938
H 0.3299 0.1839 -0.3998
H 0.3006 0.0170 0.4006
H -0.2417 -0.1340 -0.1158
N 0.5424 -0.1908 0.5048
C -0.7506 -0.6143 -0.6180
H -0.5531 -0.2231 0.3978
O 0.1044 -0.0457 0.2942
H -0.2450 0.7214 0.8700
H -0.2888 -0.0423 -0.2977
H 0.0465 0.7543 0.0701
C -0.3990 0.2153 -0.5938
H 0.2429 0.6026 0.0680
H -0.1209 -0.0718 -0.0706
H -0.5806 0.0136 -0.1252
H -0.3588 -0.0389 -0.2107
H -0.4578 0.5721 -1.1048
H -0.4791 -1.0881 -0.1392
N -0.8267 0.1466 -1.4837
H 0.1662 -0.2630 0.1834
H -0.0622 0.3254 -1.1226
H -0.3181 -0.2111 0.4870
H -0.1983 0.3314 0.3894
O -3.3688 -1.4768 1.0432
H 0.1399 0.3704 0.0366
C 0.5501 -0.6705 0.5205
H 0.0880 0.0923 -0.3161
O 1.3650 0.7009 1.0870
C -0.4893 -0.7772 -1.2107
H -0.4090 0.7970 0.0040
O 0.0111 -0.1800 0.1732
C 0.3952 -0.6255 -0.8193
O -0.4284 1.0323 1.4694
C 0.0414 -0.3617 -0.7368
H -0.5017 0.1458 -0.5559
H -0.5974 -0.1683 -0.5824
H -0.2859 0.0223 -0.4659
C -0.2710 -0.2821 0.5198
H -0.1532 0.0662 -0.2909
C 1.4557 0.1919 -0.7484
H -0.2378 -0.0972 0.1218
C 1.6600 -0.4679 1.7903
O -0.1509 0.0428 -0.2696
O -0.0326 -0.2348 0.1118
C -0.2114 -0.7190 0.2271
O 1.7625 -0.0629 -0.4488
H -0.3469 -0.1943 -0.1442
H -0.4177 -0.9129 0.0265
H -0.3900 0.7274 -0.2169
H 0.9700 -0.2627 0.0067
H 0.4917 -0.1512 0.4086
H 0.1869 -0.1290 -0.7365
C -0.3586 -0.1620 0.3084
H -0.2205 0.4501 0.4925
C 0.4867 1.0188 1.5206
C -0.5002 -0.1002 1.5762
H -0.6480 -0.1361 -0.7582
H 0.0846 0.1520 0.2504
H 0.3620 0.5868 -0.8320
H 0.3172 -0.5910 0.1024
H -0.0068 0.2086 -0.0658
O 1.1441 -0.3810 -0.5839
H 0.0422 0.3594 0.0903
C 2.0470 0.5689 0.5546
C 0.7108 -0.3266 -0.3885
H -0.0667 0.2156 -0.0178
H -0.0088 -0.0957 -0.2087
H 0.0235 -0.3593 -0.5012
C -0.5483 0.8876 -0.1510

Summary:
LUMO = 1.941 eV
energy = -81377.6613 eV
total charge = -1
E_HOMO = -0.2118 hartree
frontier orbital gap = 0.283 Eh

***

The following is a DFT calculation (ωB97M-V with the def2-TZVPD basis set) of a molecular structure, C24H72N3O33Sr.

Geometry (Å):
1 C 3.6202 -2.3463 4.8483
2 C -2.6250 -2.0063 0.5867
3 H -0.7318 -2.5999 0.2578
4 C -1.5290 -4.1729 3.2764
5 C 3.9024 5.1504 -1.4746
6 H 3.2887 3.2902 -0.7567
7 O -2.8558 -4.4450 3.7514
8 H 0.5026 -1.0504 -5.2777
9 H 3.5723 6.7816 -2.8896
10 H -1.5896 0.9779 -4.7357
11 H 5.1726 0.3456 0.7168
12 H -4.8714 2.4002 -0.6038
13 H 1.5255 0.8829 -4.9319
14 H -3.2220 -3.6523 4.1527
15 H -0.4410 -1.1222 -2.5680
16 O -1.0428 2.4622 -1.3413
17 O 1.5442 -3.0540 1.0423
18 H 0.3520 1.1802 -3.8568
19 H -2.3880 -1.5933 -4.0498
20 H -0.7418 -4.2938 -2.2281
21 O 4.5301 -0.6151 -2.0619
22 H -0.9318 -3.8048 4.1419
23 C 1.1470 0.4780 -3.9980
24 H -3.2396 1.7009 -5.0595
25 C -3.1376 -0.4014 -5.3038
26 O 0.9678 2.9331 -2.0500
27 H -1.7430 -5.5689 -1.7423
28 C -2.1905 -0.1032 5.2311
29 H -3.0563 -1.3194 1.2775
30 H -4.2536 4.0129 1.1159
31 C 5.9998 0.8575 -0.8734
32 O -3.6783 2.4716 2.5840
33 C 0.6808 -0.9703 -4.2330
34 H -0.8088 -6.0955 3.6771
35 H -3.0468 1.1463 6.3756
36 C 3.4382 5.7003 -2.8478
37 C -0.8581 -5.4335 2.8159
38 H -3.1934 -0.4252 4.9342
39 H -1.4901 -3.4587 2.4561
40 O 3.8245 3.6586 -1.5017
41 H 1.9788 4.3504 -2.8963
42 H 3.9965 5.2693 -3.6990
43 O 1.1869 -0.8697 -1.0242
44 O 2.1742 0.5630 -3.0717
45 O -0.4794 -1.3436 -3.5264
46 C 2.4971 -1.3088 4.7427
47 H -5.7010 2.9925 -2.0705
48 C -0.8288 4.4237 1.9312
49 N -4.0714 1.4371 2.0268
50 H -1.3121 -5.0611 0.4813
51 C -1.4369 0.5994 4.1132
52 C 1.8401 -2.1178 -1.1980
53 Sr -0.6853 0.7750 0.4372
54 H 1.1574 -2.8158 -1.5641
55 O -3.4352 0.9161 1.0772
56 H -2.6007 -0.2383 -2.1144
57 C 0.3832 -5.8757 -1.3516
58 H 6.1607 1.9421 -0.7011
59 O -2.2883 -0.5510 -1.2338
60 H 1.7555 -0.1748 -1.4140
61 O 2.0874 5.3136 -3.0508
62 H -4.1104 -1.4878 -0.9009
63 O 1.4559 0.1901 1.8530
64 H 4.3993 -1.9873 5.4619
65 O -5.0070 0.8712 2.4781
66 H 1.8080 3.3643 1.3687
67 C -3.0232 -1.7197 -0.8520
68 O -3.2852 -1.4703 -4.4025
69 O 1.6089 -5.1746 -1.4631
70 O -1.6146 -6.1543 1.7879
71 O 2.0752 1.7817 0.5870
72 O 3.5225 0.5481 1.4636
73 O 4.0229 -2.8220 3.5588
74 H -6.0508 4.7793 -0.4933
75 H -2.7492 -2.5436 -1.5259
76 H 0.3579 -6.6779 -2.1201
77 H 2.6034 -1.9986 -1.9037
78 N 2.3856 0.8639 1.3654
79 H -1.9058 2.8885 2.3334
80 O -2.2532 0.6152 6.4575
81 O -2.9714 0.8349 -3.2219
82 H 3.1698 -3.1968 5.4103
83 O -1.1882 -1.8652 0.7066
84 H -0.5335 0.9974 4.5314
85 H 3.0466 -1.6778 0.4343
86 H 1.5443 -4.7579 -0.5809
87 H 2.3088 -0.8662 5.7186
88 C -2.6388 0.8709 -4.6576
89 H 0.3287 4.1313 0.1029
90 O -4.1611 4.6669 0.3741
91 C 4.7644 0.7413 -1.7016
92 H -2.4992 -6.2180 2.1164
93 H -4.1119 -0.1933 -5.7599
94 H 0.4998 5.6972 1.0097
95 H 0.3383 -6.4685 -0.4067
96 H 3.2228 -3.2987 -0.1334
97 H 4.4728 -2.1539 3.0360
98 H -2.3670 -0.5855 -6.0849
99 C 2.4868 -2.5481 0.0802
100 H 4.7568 1.3423 -2.5904
101 H 2.6806 -0.5122 4.0031
102 H 6.7721 0.3777 -1.4809
103 O 1.2854 -2.0521 4.4983
104 H 3.9209 1.0887 -1.1199
105 H 3.1473 5.5374 -0.7941
106 O -1.0351 -4.4089 -0.1760
107 H -0.6502 -0.8431 3.2099
108 C -4.9248 3.1650 -1.3803
109 H 4.9224 -1.0969 -1.3609
110 H 1.0541 -2.3481 1.5134
111 H -3.0162 3.3580 -1.4766
112 H -2.8587 -3.0363 0.8413
113 H 4.9429 5.5261 -1.1738
114 O 5.9800 0.0834 0.3201
115 H -1.6963 -1.0502 5.4275
116 H 2.2827 1.5002 -2.8156
117 O 1.5194 4.1774 1.7741
118 H -1.7004 4.8590 1.3050
119 O -0.7495 3.3214 -3.3440
120 N -0.2747 2.9020 -2.2863
121 H -3.0941 1.7689 -2.8464
122 C -5.0495 4.5302 -0.7542
123 O -0.9580 3.0318 2.0842
124 O -3.6792 3.0423 -2.0519
125 C 0.3826 4.6237 1.0784
126 H -0.8101 4.8977 2.9022
127 H 1.5878 -1.6401 -3.9929
128 H -2.1178 1.4194 3.8075
129 H 0.1526 -5.2396 2.4313
130 O -1.3503 -0.2332 3.0119
131 H 1.4126 -2.4175 3.5951
132 H -4.7203 5.2489 -1.5321
133 C -0.8483 -5.0232 -1.4045

Forces on the atoms, in the same order (eV/Å):
C -1.4721 -0.1616 -0.7016
C 1.1840 -1.0051 -0.9276
H -0.4730 -0.0871 -0.0111
C 0.4210 0.5017 0.7487
C 0.2929 -0.6714 -0.4132
H 0.4882 0.8073 -0.6856
O 0.3459 -0.3969 -0.5366
H -0.5616 -0.3858 -0.8475
H -0.4098 0.0467 0.1346
H 1.0145 0.4138 -0.3342
H -1.3405 0.2558 1.2238
H -0.7604 -0.1380 0.1784
H 0.3791 -0.3259 -0.7066
H 0.0846 0.0843 -0.1151
H 0.3206 0.0037 -0.7056
O 0.6886 0.4508 -1.1627
O 0.0699 0.0637 0.3126
H -0.9407 0.0470 0.8735
H -0.0623 -0.2300 0.1522
H 0.1932 0.2671 0.6166
O -0.3071 0.5393 -1.0396
H -0.0882 0.0475 -0.6545
C -0.0589 -0.2529 -1.6236
H 0.8190 0.0689 -0.2311
C 0.2046 0.2307 -0.4609
O -0.9498 -0.2982 -0.3025
H 0.1656 -0.4022 0.4098
C -0.0072 -1.1462 0.3493
H -0.3242 0.5017 0.3926
H -0.3339 0.4195 -1.1755
C 0.9435 0.2857 -0.7611
O 0.9329 2.0613 -0.0882
C 1.9584 0.3598 1.5437
H 0.3069 -0.2360 0.0929
H -0.0477 0.3268 0.2618
C 0.1703 -1.8834 0.0119
C -0.6219 -1.0623 0.1500
H -0.0891 0.3985 -0.3524
H -0.3284 0.3481 0.1098
O 0.0415 1.3492 0.4450
H 0.1431 0.5700 0.0729
H 0.4191 0.1543 0.4695
O -0.5835 0.8614 0.3071
O 0.6879 0.5644 1.2661
O -0.4288 -0.2264 0.4681
C -0.2212 -0.8375 0.5752
H -0.9316 -0.3802 -0.8968
C -1.4623 0.1851 -2.3428
N 1.6610 -0.7983 -0.2944
H -0.1613 -0.4122 0.1792
C -2.8213 1.4971 1.1073
C 0.1714 0.9986 1.2414
Sr -0.3539 -0.2066 0.2914
H -1.2621 -1.1711 -0.4872
O 0.7551 0.6976 -0.7003
H -0.0744 0.5387 -0.0701
C -0.2388 -2.6210 -0.7585
H 0.3223 -0.5685 0.0890
O 0.1831 -0.5837 0.2479
H -0.1680 -0.3017 -0.3237
O -0.0712 0.5264 0.0448
H 0.5445 -0.3907 -0.0623
O -0.3846 -0.3738 0.9966
H 1.4270 0.5765 0.4127
O -3.0600 -1.6123 0.9241
H 0.1689 -0.5751 -0.0850
C -0.1046 0.9189 0.1876
O 0.5051 -0.1880 -0.3011
O -0.8972 0.1517 1.4355
O 1.4245 0.7537 0.1339
O -0.7536 1.2396 -0.7107
O 3.0241 -0.9900 1.4700
O -0.2084 -0.4926 0.6571
H -1.0151 0.0389 0.3628
H -0.2322 -0.0063 0.1975
H 0.0481 0.6679 0.0152
H 1.1920 0.1712 -1.2576
N -2.2676 -0.3815 -1.7228
H 0.4637 -0.2521 -0.1725
O -0.0077 0.0273 -0.4559
O 0.0762 0.9232 -1.2639
H 0.4017 0.3414 -0.6535
O 0.0969 0.4696 0.4524
H 0.8632 0.1514 -0.2399
H -0.0959 -0.0515 0.4252
H 0.9937 0.4469 -0.4770
H 0.2494 0.2304 0.0919
C -2.1918 0.5423 2.4893
H -0.3730 0.2378 0.0691
O 0.0944 0.0198 0.0624
C -1.0649 -0.6161 0.4800
H -1.0141 -0.0441 0.3354
H 0.1667 -0.3980 0.0041
H 0.0334 0.4714 -0.7141
H 0.1541 0.4396 -0.2737
H 0.2035 -0.8108 0.1346
H -0.0313 0.3747 0.2219
H -0.6795 -0.4401 -0.0341
C -0.4679 0.7883 0.4502
H 0.4528 0.2879 -0.4482
H -0.0927 -0.4030 0.1000
H 0.4717 0.5880 0.0840
O -0.0122 0.3581 -1.6027
H -0.4317 0.2223 0.3295
H 0.1596 -0.0750 0.4347
O -0.1354 1.2453 0.0621
H 0.7067 -0.8384 -0.0893
C 1.3788 -0.1233 1.2264
H 0.6248 -1.0931 1.1291
H 0.6186 -0.0977 -0.8735
H 1.6180 0.4620 1.0907
H -0.4199 -0.0745 0.1001
H -1.3262 -0.7838 -0.4238
O 0.7607 -0.0615 -1.0727
H 0.4670 -0.2112 0.2888
H -0.1908 -0.3585 -0.1095
O 0.6676 0.3651 0.3899
H 0.9323 -0.6466 1.1055
O 0.3547 -0.6198 1.0952
N -0.0241 0.5111 0.4540
H 0.0997 -1.1920 -0.5041
C 1.4110 -0.1658 0.1988
O -1.4224 -1.0336 0.2845
O -1.4386 0.1620 -1.4801
C 0.5153 0.7881 0.9664
H 0.3556 0.3694 0.2246
H -1.2971 0.7685 -0.2637
H 0.8236 -0.1031 0.1844
H -0.4071 0.0180 0.0010
O 0.3610 -0.1257 -0.9975
H -0.1165 0.0472 0.7412
H 0.0030 -0.1202 0.6456
C -0.1626 -0.1076 -1.5137

Summary:
LUMO = 2.098 eV
energy = -98922.1259 eV
total charge = -1
E_HOMO = -0.2669 hartree
frontier orbital gap = 0.344 Eh